5 unconnected molecules or ions with the total composition C15H41BO5. Source: OMol25; level of theory: the ωB97M-V functional and the def2-TZVPD basis.

Geometry as XYZ:
```
62
Properties=species:S:1:pos:R:3:forces:R:3:mulliken_charge:R:1
B 1.987906 1.890898 2.547483 0.0182 0.2957 0.2086 0.26
C 1.065667 3.129277 2.374993 -0.1427 0.0838 -0.0328 -0.65
O 0.049886 3.328769 3.353159 -0.0587 -0.2765 0.1838 -0.32
C -1.230656 3.672462 2.817629 0.2742 0.0849 0.0626 -0.40
C -1.885381 2.503829 2.106884 -0.1025 -0.1827 0.1037 -0.67
H 2.026231 1.284279 3.571494 -0.0847 -0.0726 -0.0670 -0.09
H 2.758545 1.642982 1.674649 -0.0071 -0.0263 -0.0465 -0.08
H 1.755381 3.993112 2.426248 0.1199 -0.0185 -0.0923 0.20
H 0.652038 3.198564 1.364065 -0.0155 -0.0638 -0.0781 0.40
H -1.812327 3.987126 3.682243 -0.0745 0.0742 -0.0291 0.32
H -1.116919 4.541639 2.159495 -0.0194 -0.0316 -0.0503 0.36
H -1.153741 1.916600 1.559795 0.0396 -0.0182 -0.1366 -0.03
H -2.642756 2.815025 1.390763 -0.0387 0.1400 -0.0246 0.35
H -2.365989 1.822861 2.809242 0.0713 0.0056 0.0696 0.28
C -1.193815 -0.289078 -2.310239 -0.0377 -0.0149 -0.0386 -0.92
C -0.823092 -0.078927 -0.853310 0.0359 0.0962 0.0256 0.55
C 0.116650 -1.171131 -0.380254 -0.0053 -0.1380 -0.0144 -1.04
O -1.981938 -0.001316 -0.017604 -0.1076 -0.1412 -0.0526 -0.50
H -1.641992 -1.278076 -2.442223 -0.0087 0.0146 -0.0100 -0.07
H -1.899168 0.467353 -2.654690 0.0098 0.0414 0.0378 0.39
H -0.298157 -0.261326 -2.932847 -0.0302 0.0063 -0.0142 0.31
H -0.354345 0.903051 -0.733500 0.0352 -0.0467 -0.0149 0.23
H -0.398875 -2.133936 -0.463108 0.0418 -0.0186 0.0607 0.19
H 0.428201 -1.030637 0.654930 -0.0509 0.0584 0.0137 0.35
H 0.995054 -1.239883 -1.020881 0.0231 0.0393 0.0142 0.26
H -2.453646 -0.841821 -0.086637 0.0859 0.1057 -0.0028 0.29
C 1.645868 -2.720994 -5.574684 0.0210 -0.0550 -0.0092 -1.30
C 2.250903 -2.783327 -4.182818 -0.0198 0.1024 0.1033 0.45
C 3.076868 -4.039138 -3.965578 -0.0173 -0.0232 -0.0659 -1.34
O 1.243162 -2.651981 -3.181963 -0.0173 -0.1168 -0.0482 -0.28
H 0.986620 -3.579241 -5.736702 -0.0132 0.0170 -0.0020 0.30
H 1.066493 -1.806703 -5.698107 -0.0175 -0.0047 -0.0037 0.31
H 2.423245 -2.750569 -6.339987 -0.0047 0.0145 -0.0036 0.40
H 2.884887 -1.905957 -4.027877 0.0208 -0.0325 -0.0430 0.26
H 2.451651 -4.927915 -4.092599 0.0077 -0.0006 0.0272 0.33
H 3.499079 -4.049228 -2.961697 -0.0104 -0.0160 0.0079 0.31
H 3.890931 -4.100262 -4.689969 0.0101 0.0050 0.0128 0.41
H 0.617051 -3.383913 -3.270598 -0.0481 0.1236 0.0226 0.19
C 2.915183 5.427494 4.675997 -0.0471 -0.0555 -0.0259 -1.06
C 1.878472 5.710629 5.751581 -0.1068 0.1110 0.0069 0.43
C 2.103153 4.872633 6.998986 0.0455 -0.0361 -0.0332 -1.26
O 0.558935 5.543033 5.247495 -0.0453 -0.1245 0.0344 -0.55
H 2.881201 4.367756 4.409091 0.0317 0.0034 -0.0291 0.07
H 2.698519 6.023186 3.788689 0.0200 -0.0338 -0.0260 0.30
H 3.929634 5.653639 5.008338 -0.0303 0.0274 0.0681 0.44
H 1.924817 6.770525 6.018178 0.0453 -0.0306 0.0228 0.31
H 2.034977 3.809203 6.752148 -0.0187 0.0047 0.0211 0.29
H 1.351879 5.104478 7.752794 -0.0087 -0.0179 0.0014 0.31
H 3.093435 5.056477 7.420563 -0.0081 0.0059 0.0098 0.39
H 0.437776 4.632293 4.929141 0.1344 0.1531 -0.1183 0.35
C -2.941436 -5.956601 -3.306809 -0.0565 0.0149 -0.0236 -1.35
C -2.993097 -4.605750 -2.616342 0.0815 0.0182 0.1261 0.48
C -4.394932 -4.024091 -2.580355 -0.0102 -0.0359 -0.0448 -1.28
O -2.075070 -3.686707 -3.214941 0.0782 -0.0090 -0.1621 -0.42
H -3.287045 -5.865780 -4.340839 0.0250 -0.0110 -0.0008 0.34
H -1.924724 -6.347482 -3.309927 0.0038 -0.0033 -0.0177 0.31
H -3.590600 -6.674520 -2.803237 0.0155 -0.0022 0.0061 0.40
H -2.619800 -4.710253 -1.594005 -0.0379 -0.0233 -0.0172 0.21
H -4.774472 -3.889704 -3.597613 -0.0019 0.0222 0.0124 0.35
H -4.397686 -3.057573 -2.077728 -0.0057 0.0104 -0.0141 0.29
H -5.079919 -4.693248 -2.057535 0.0073 0.0097 0.0109 0.39
H -2.348719 -3.532104 -4.128865 0.0069 -0.0084 0.1192 0.26
```
Positions in Å, forces in eV/Å.

Summary:
* net charge: 0
* HOMO energy: -9.495 eV
* LUMO level: 0.4865 eV
* SMILES: CC(C)O.CC(C)O.CC(C)O.CC(C)O.BCOCC
* gap between HOMO and LUMO: 9.98 eV
* relative energy (zero: lowest compared OMol25 entry of this formula, charge and spin): 0.00 kcal per mole